1.
Computed, not measured: C2H2O3 in the gas phase, with ωB97M-V/def2-TZVPD.

Atoms and positions in Å:
O  -1.1564  0.2361  1.1694
C  -0.2223  0.0977  0.1525
C  0.9808  0.3912  -0.2141
O  0.8240  -0.2773  -1.4565
O  -0.5541  -0.5885  -1.0189
H  -1.7351  -0.6163  1.0081
H  1.8632  0.7571  0.3595

net charge: 0
SMILES: Oc1coo1
E_HOMO: -9.181 eV

2.
Computed, not measured: C2H2O3 in the gas phase, with ωB97M-V/def2-TZVPD.

Atoms and positions in Å:
O  1.6068  0.1024  -0.0467
C  0.6446  -0.6432  0.0094
C  -0.7794  -0.0059  0.0351
O  -1.8164  -0.6426  -0.0500
O  -0.7057  1.3540  -0.0075
H  0.8072  -1.7126  0.0691
H  0.2428  1.5479  -0.0094

net charge: 0
SMILES: O=CC(=O)O
E_HOMO: -10.843 eV

Most stable = 2